Entry 1:
The molecule C4H5N3, computed with wB97M-V/def2-TZVPD.

As for the net charge: 0. As for the multiplicity: 1. As for the electronic energy: -8694.2135 eV. The LUMO energy comes out at 0.018 Eh. As for the SMILES: C=Nn1cccn1. Its HOMO-LUMO gap is 0.355 hartree.

Element x y z (Å)
C  2.495  -0.303  0.045
N  1.665  0.605  -0.292
N  0.215  0.362  -0.470
C  -0.782  1.299  -0.198
C  -1.916  0.401  0.106
C  -1.402  -1.008  -0.144
N  -0.123  -0.899  -0.339
H  3.430  -0.062  0.728
H  1.959  -1.317  0.354
H  -0.423  2.252  -0.125
H  -3.029  0.561  0.758
H  -2.089  -1.893  -0.425

=====

Entry 2:
The molecule C4H5N3, computed with wB97M-V/def2-TZVPD.

As for the net charge: 0. As for the multiplicity: 1. As for the electronic energy: -8696.4554 eV. The LUMO energy comes out at 0.006 Eh. As for the SMILES: [H]/N=c1/nccc[nH]1. Its HOMO-LUMO gap is 0.322 hartree.

Element x y z (Å)
H  0.019  0.478  2.939
N  0.811  0.619  2.117
C  0.553  0.286  0.882
N  1.249  0.615  -0.328
C  0.482  0.376  -1.443
C  -0.789  -0.240  -1.651
C  -1.287  -0.819  -0.544
N  -0.653  -0.669  0.656
H  0.889  0.841  -2.333
H  -1.051  -0.525  -2.630
H  -2.154  -1.416  -0.081
H  -1.309  -0.959  1.531

=====

Entry 3:
The molecule C4H5N3, computed with wB97M-V/def2-TZVPD.

As for the net charge: 0. As for the multiplicity: 1. As for the electronic energy: -8694.5038 eV. The LUMO energy comes out at -0.029 Eh. As for the SMILES: C/C=N/N=C/C#N. Its HOMO-LUMO gap is 0.330 hartree.

Element x y z (Å)
C  2.339  0.143  0.115
C  1.008  -0.530  0.084
N  -0.009  0.333  0.071
N  -1.050  -0.522  -0.122
C  -2.086  0.275  -0.260
C  -3.346  -0.186  -0.001
N  -4.525  -0.083  0.238
H  2.708  1.208  -0.190
H  2.819  -0.160  0.928
H  3.097  -0.304  -0.483
H  1.064  -1.635  -0.278
H  -2.020  1.462  -0.103